The following is a DFT calculation (ωB97M-V/def2-TZVPD) of a 4-piece molecular cluster, C34H58F13N2O9 overall.

XYZ file:
```
116
C34H58F13N2O9 ωB97M-V/def2-TZVPD
C -4.6232 1.6616 -6.4578
C -4.6512 0.5149 -5.4475
C -4.3558 0.9624 -4.0007
C -3.2546 0.2025 -3.2865
N -1.8691 0.5894 -3.6637
N -1.7914 1.4352 -4.6701
C -0.6086 1.8505 -5.0440
C 0.5740 1.4427 -4.4094
C 0.4581 0.5371 -3.3863
C -0.8118 0.0950 -3.0085
C -0.9830 -0.9113 -1.8986
C -1.1804 -2.3537 -2.4000
C 0.0481 -2.9662 -3.0694
F 0.2532 -4.2097 -2.5951
F 1.1688 -2.2416 -2.7903
C -0.1051 -3.0580 -4.6222
F -0.7851 -1.9376 -5.0192
F -0.8609 -4.1242 -4.9089
C 1.1673 -3.0575 -5.5284
F 0.7092 -3.0918 -6.7918
F 1.8053 -1.8838 -5.3293
C 2.1615 -4.2390 -5.3386
F 2.5361 -4.2953 -4.0417
F 1.4963 -5.3635 -5.6388
C 3.4622 -4.1625 -6.2196
F 3.2228 -3.4504 -7.3329
F 3.7846 -5.4184 -6.5636
C 4.7073 -3.5458 -5.4987
F 5.6019 -3.1790 -6.4206
F 5.2567 -4.4503 -4.6726
F 4.3659 -2.4593 -4.7795
H -5.4503 2.3527 -6.2757
H -4.7091 1.2975 -7.4820
H -3.6947 2.2339 -6.3836
H -5.6524 0.0777 -5.4677
H -3.9424 -0.2631 -5.7495
H -5.2295 0.7633 -3.3711
H -4.1929 2.0423 -3.9468
H -3.3378 0.3573 -2.2082
H -3.3529 -0.8650 -3.4961
H -0.6042 2.5441 -5.8759
H 1.5320 1.8334 -4.7277
H 1.3211 0.1742 -2.8472
H -0.1011 -0.8367 -1.2606
H -1.8401 -0.6538 -1.2731
H -2.0236 -2.3978 -3.0868
H -1.4319 -2.9954 -1.5532
C -5.8226 -3.0853 2.3923
O -6.4483 -1.9292 1.8806
C -7.1282 -1.1423 2.8436
C -6.8035 0.3287 2.7195
O -5.4673 0.6740 3.0432
C -4.4430 0.3776 2.1223
C -4.4128 1.2617 0.8945
O -5.4899 1.0041 0.0123
C -6.1164 2.1551 -0.5143
H -6.5300 -3.9139 2.4972
H -5.0459 -3.3806 1.6865
H -5.3560 -2.8945 3.3637
H -6.8895 -1.4827 3.8563
H -8.2099 -1.2527 2.6976
H -7.4095 0.8429 3.4688
H -7.0963 0.7114 1.7397
H -4.4384 -0.6779 1.8377
H -3.5169 0.5810 2.6674
H -3.4628 1.0610 0.3726
H -4.4068 2.3125 1.2021
H -6.2062 2.9526 0.2283
H -7.1152 1.8733 -0.8441
H -5.5562 2.5412 -1.3754
C 1.8812 5.6769 -0.3464
O 2.1277 4.6518 0.5901
C 0.9982 3.9031 0.9828
C 1.2671 2.4154 0.9675
O 1.4803 1.8598 -0.3245
C 2.7254 2.0930 -0.9644
C 3.9205 1.3826 -0.3686
O 4.3008 1.9491 0.8615
C 4.6152 1.0245 1.8848
H 1.5119 6.5857 0.1387
H 2.8254 5.9056 -0.8390
H 1.1555 5.3620 -1.1048
H 0.1397 4.1286 0.3391
H 0.7253 4.1715 2.0116
H 0.3570 1.9307 1.3314
H 2.0769 2.1579 1.6512
H 2.9316 3.1578 -1.0884
H 2.5847 1.6705 -1.9656
H 4.7467 1.4800 -1.0866
H 3.6968 0.3141 -0.2588
H 3.9183 0.1791 1.8862
H 4.5323 1.5412 2.8390
H 5.6355 0.6434 1.7805
C 7.0185 -1.2531 7.9404
O 5.8565 -0.4728 8.1108
C 5.9054 0.8168 7.5363
C 4.6632 1.1421 6.7370
O 4.4941 0.3871 5.5491
C 4.1317 -0.9785 5.6420
C 2.7327 -1.2485 6.1502
O 2.5965 -0.9760 7.5283
C 1.4263 -0.2809 7.8912
H 7.7822 -1.0060 8.6851
H 6.7344 -2.2972 8.0672
H 7.4458 -1.1251 6.9403
H 6.7876 0.9234 6.8955
H 5.9804 1.5636 8.3375
H 4.7830 2.1719 6.3904
H 3.7727 1.1094 7.3680
H 4.8658 -1.5574 6.2060
H 4.1557 -1.3335 4.6075
H 2.5229 -2.3124 5.9735
H 2.0137 -0.6631 5.5643
H 1.1982 0.5209 7.1802
H 1.5990 0.1614 8.8712
H 0.5619 -0.9507 7.9575
```

Properties
* E: -3414.820025 a.u.
* LUMO energy: -4.2 eV
* net charge: +1


The following is a DFT calculation (ωB97M-V/def2-TZVPD) of a 7-piece molecular cluster, C34H58F24O18P3 overall at a distorted geometry.

XYZ file:
```
137
C34H58F24O18P3 ωB97M-V/def2-TZVPD
O 1.2348 0.6371 0.2904
C 1.8946 -0.5482 -0.0151
O 2.3109 -1.2538 0.9556
O 1.9630 -0.8301 -1.2704
H 0.8998 0.9448 -0.5981
C -4.8879 -2.8852 2.1486
C -4.0986 -4.0656 2.5786
O -3.0239 -4.3084 1.6850
P -1.5455 -3.9822 2.1832
O -0.5427 -4.1831 1.1799
O -1.6900 -2.5383 2.7932
C -0.9417 -1.3840 2.3247
C -1.6483 -0.2210 3.0065
O -1.3823 -4.8939 3.4797
C -0.9225 -6.2453 3.2106
C -0.8737 -7.0061 4.5298
H -5.4738 -3.0743 1.2488
H -5.5339 -2.5248 2.9495
H -4.2264 -2.0631 1.8632
H -3.7279 -3.9447 3.6004
H -4.7227 -4.9618 2.6357
H 0.1153 -1.4323 2.5770
H -1.0044 -1.3027 1.2393
H -1.5085 0.7681 2.5800
H -2.7301 -0.4141 3.0207
H -1.3794 -0.2005 4.0674
H -1.6397 -6.7205 2.5245
H 0.0227 -6.2293 2.6695
H -1.8903 -7.1162 4.9194
H -0.5156 -8.0182 4.3348
H -0.2757 -6.4683 5.2611
C -4.8787 -5.3097 -0.6255
C -3.5557 -5.9426 -1.0323
O -3.1868 -5.4014 -2.3295
P -2.0887 -4.2770 -2.4277
O -0.7711 -4.5386 -1.9099
O -2.8064 -3.0407 -1.7195
C -2.0217 -1.8196 -1.7048
C -2.8649 -0.6777 -1.2107
O -2.0659 -3.9482 -3.9832
C -3.2705 -3.8269 -4.7757
C -3.4809 -2.3876 -5.1832
H -4.7925 -4.2295 -0.5613
H -5.6364 -5.5824 -1.3683
H -5.2367 -5.6322 0.3569
H -2.7858 -5.6322 -0.3177
H -3.5698 -7.0287 -1.0682
H -1.1356 -2.0139 -1.0885
H -1.6031 -1.5253 -2.6795
H -3.6739 -0.3115 -1.8545
H -3.3722 -0.9492 -0.2668
H -2.2929 0.2107 -0.9269
H -3.1960 -4.4267 -5.6867
H -4.1483 -4.2012 -4.2417
H -3.5490 -1.6976 -4.3433
H -2.7167 -2.1171 -5.9100
H -4.4540 -2.2556 -5.6795
C 2.7395 -0.1711 -4.4410
C 1.2598 -0.2554 -4.2034
O 0.5866 1.0250 -4.4645
P 0.4824 2.0834 -3.3154
O 0.1363 1.4953 -2.0369
O -0.5515 3.1295 -3.8846
C -1.8400 2.7202 -4.2316
C -1.9376 2.4585 -5.7238
O 1.8250 2.9037 -3.3772
C 2.1776 3.5874 -2.1348
C 3.5105 4.2931 -2.2625
H 3.1931 0.5783 -3.7766
H 3.2638 -1.0984 -4.2054
H 3.0077 0.1486 -5.4525
H 0.7750 -0.9642 -4.8837
H 1.0319 -0.6514 -3.2033
H -2.1761 1.8325 -3.6867
H -2.5656 3.4909 -3.9590
H -1.5121 3.2646 -6.3196
H -1.4016 1.5235 -5.9197
H -2.9332 2.2453 -6.1228
H 1.4019 4.3536 -1.9733
H 2.1983 2.9555 -1.2460
H 3.5296 4.9919 -3.1046
H 3.6935 4.8741 -1.3597
H 4.3240 3.5803 -2.4162
C 2.4934 1.8079 2.8493
C 2.1980 1.5360 4.2942
C 2.1859 2.8364 5.1174
F 1.0937 3.5810 4.6897
F 2.0180 2.6091 6.4499
F 0.9375 0.8651 4.3951
F 3.1333 0.6151 4.8323
O 3.8487 2.2313 2.6470
C 4.0240 3.1378 1.6953
C 5.5118 3.2432 1.4666
F 5.7834 4.0681 0.4257
F 6.0953 3.7127 2.5752
F 3.3995 2.7799 0.5658
F 3.4803 4.3135 2.0746
H 1.7778 2.4669 2.3696
H 2.4448 0.8551 2.2978
H 3.0738 3.4259 4.8565
H 5.8999 2.2504 1.2204
C -2.4917 5.4279 2.0085
C -2.2997 4.0314 1.4457
C -0.8781 3.8411 0.9694
F -0.4936 4.7903 0.0267
F -0.0215 3.9486 2.0634
F -2.5746 3.0752 2.3630
F -3.1194 3.8256 0.3390
O -3.5679 5.6133 2.8388
C -4.8115 5.4941 2.3593
C -5.6671 5.7078 3.5944
F -5.3450 6.9264 4.2026
F -6.9984 5.7493 3.2061
F -5.0788 6.3684 1.3943
F -5.0048 4.2402 1.8408
H -2.3643 6.2109 1.2635
H -1.6195 5.5721 2.6563
H -0.6922 2.8778 0.4673
H -5.5158 4.8544 4.2658
C 5.7097 -0.4448 -0.9332
C 6.1139 0.7912 -1.7016
C 6.1461 0.4723 -3.1757
F 6.3919 1.5923 -3.9213
F 7.1436 -0.4549 -3.4085
F 5.1969 1.7920 -1.4486
F 7.3569 1.2461 -1.3058
O 5.5942 -0.1150 0.4348
C 5.8319 -1.1315 1.2704
C 5.4739 -0.6495 2.6490
F 5.7641 -1.6790 3.5869
F 6.1353 0.5067 3.0467
F 5.0377 -2.1463 0.9722
F 7.1144 -1.6071 1.2114
H 6.4740 -1.2081 -1.1309
H 4.7444 -0.8302 -1.2916
H 5.1897 0.0619 -3.5214
H 4.4060 -0.4526 2.8086
```

Properties
* E: -6105.984236 a.u.
* LUMO energy: 2.1 eV
* net charge: -1
* ΔE to the lowest compared entry with this formula, charge and spin: 0.0 kcal/mol


The following is a DFT calculation (ωB97M-V/def2-TZVPD) of C34H59AsBBr2MgN6S3Si2 as an isolated structure at a distorted geometry.

XYZ file:
```
109
C34H59AsBBr2MgN6S3Si2 ωB97M-V/def2-TZVPD
Mg -3.2836 0.0792 -0.4425
C -0.5905 4.5731 0.7529
C 0.2025 3.2981 0.6354
C 1.5069 3.3379 0.2844
C 2.2825 2.1554 0.2070
N 1.7678 1.0044 0.5104
N 0.4591 0.9430 0.8466
B 0.1291 -0.4982 1.3127
N -0.9572 -0.7653 2.3173
N 0.2885 -0.7628 2.8444
C 0.5521 -0.9928 4.0914
C -0.5882 -1.3247 4.8844
C -1.8524 -1.3676 4.3775
C -3.0104 -1.7728 5.2277
C -2.1019 -1.0185 2.9785
S -3.6160 -0.9799 2.2881
C 1.9674 -0.9252 4.6228
C 2.4106 -2.3514 4.9792
C 1.9767 -0.0372 5.8745
C 2.9051 -0.3312 3.5718
N 0.5766 -1.6107 0.3679
N 1.9040 -1.9009 0.4609
C 2.4082 -2.7263 -0.4023
C 1.6182 -3.2196 -1.4831
C 0.2779 -3.0424 -1.5014
C -0.5976 -3.6418 -2.5581
C -0.3023 -2.2701 -0.4283
S -1.9553 -2.2818 -0.0754
C 3.8453 -3.2132 -0.2396
C 3.8083 -4.7519 -0.1701
C 4.6765 -2.7783 -1.4566
C 4.4900 -2.6884 1.0413
C -0.3846 2.0030 0.8731
S -2.0315 1.8019 1.2288
C 3.7434 2.2256 -0.2032
C 4.4904 3.1218 0.7999
C 4.3729 0.8370 -0.2031
C 3.8328 2.8308 -1.6138
H -0.0610 5.2748 1.3993
H -1.5808 4.3971 1.1560
H -0.6982 5.0415 -0.2253
H 1.9681 4.2931 0.0524
H -0.4287 -1.5807 5.9269
H -2.6789 -2.0721 6.2194
H -3.5464 -2.5952 4.7547
H -3.7231 -0.9511 5.3147
H 1.7558 -2.8067 5.7290
H 3.4241 -2.3263 5.3866
H 2.4127 -2.9897 4.0899
H 1.3754 -0.4549 6.6853
H 1.6004 0.9639 5.6465
H 3.0034 0.0593 6.2364
H 2.8668 -0.8855 2.6310
H 3.9301 -0.3578 3.9504
H 2.6466 0.7140 3.3629
H 2.0944 -3.7861 -2.2770
H -0.0053 -4.2355 -3.2549
H -1.1226 -2.8587 -3.1004
H -1.3602 -4.2708 -2.1025
H 3.4693 -5.1955 -1.1093
H 3.1448 -5.0951 0.6298
H 4.8124 -5.1312 0.0337
H 4.2827 -3.1955 -2.3882
H 5.7025 -3.1351 -1.3429
H 4.7036 -1.6890 -1.5520
H 3.8986 -2.9625 1.9198
H 4.5909 -1.6023 1.0224
H 5.4864 -3.1287 1.1471
H 4.3479 2.7664 1.8260
H 4.1578 4.1632 0.7464
H 5.5612 3.1028 0.5796
H 4.3928 0.4218 0.8092
H 5.3986 0.9034 -0.5741
H 3.8070 0.1499 -0.8367
H 3.3749 3.8237 -1.6683
H 3.3376 2.1859 -2.3477
H 4.8827 2.9352 -1.9011
Br -5.7115 -1.7601 0.0201
C -6.6088 -0.2895 0.8779
Br -5.7612 1.4072 0.5001
H -6.5707 -0.4464 1.9443
H -7.6158 -0.2420 0.5001
C -4.5732 0.3376 -5.8112
Si -4.9420 0.5165 -3.9895
C -5.6511 2.2137 -3.6607
C -6.2453 -0.7504 -3.5494
As -2.9155 0.0010 -2.9022
Si -1.8718 2.0703 -3.2106
C -1.8819 2.5721 -5.0124
C -2.5868 3.5017 -2.2381
C -0.0761 1.8062 -2.7181
H -5.4802 0.4423 -6.4202
H -4.1426 -0.6518 -5.9963
H -3.8467 1.0884 -6.1431
H -6.6306 2.3050 -4.1513
H -4.9999 3.0042 -4.0570
H -5.7885 2.3884 -2.5890
H -6.9814 -0.8168 -4.3615
H -6.7804 -0.4742 -2.6341
H -5.8086 -1.7434 -3.4035
H -2.8744 2.9300 -5.3193
H -1.6145 1.7220 -5.6503
H -1.1598 3.3811 -5.1926
H -3.6573 3.6132 -2.4553
H -2.0884 4.4430 -2.5138
H -2.4788 3.3534 -1.1593
H 0.4548 1.2982 -3.5334
H 0.0081 1.1725 -1.8270
H 0.4348 2.7583 -2.5195
```

Properties
* E: -11041.791340 a.u.
* LUMO energy: -3.0 eV
* net charge: +1
* ΔE to the lowest compared entry with this formula, charge and spin: 9.5 kcal/mol


The following is a DFT calculation (ωB97M-V/def2-TZVPD) of C34H59ClMnN2O2Si as an isolated structure at a distorted geometry.

XYZ file:
```
100
C34H59ClMnN2O2Si ωB97M-V/def2-TZVPD
O 3.1750 -0.1623 -2.9903
O 3.1161 -2.3428 -2.2333
C 1.9659 0.2251 -3.7393
C 2.1467 1.5395 -4.4549
H 1.1272 0.2843 -3.0331
H 1.7952 -0.6066 -4.4299
H 1.8862 2.3811 -3.8018
H 1.4493 1.5650 -5.2967
H 3.1588 1.6823 -4.8514
C 3.6297 0.8088 -1.9639
C 5.0022 0.4038 -1.5128
H 2.8912 0.8076 -1.1518
H 3.6098 1.7880 -2.4515
H 5.0163 -0.5976 -1.0687
H 5.3416 1.1179 -0.7568
H 5.7242 0.4339 -2.3400
C 2.8716 -2.8850 -0.9062
C 3.0624 -3.2960 -3.3258
C 2.5914 -1.7986 0.0949
H 3.7681 -3.4620 -0.6369
H 2.0296 -3.5870 -0.9753
H 3.4410 -1.1159 0.2183
H 2.4006 -2.2675 1.0659
H 1.6950 -1.2223 -0.1709
C 4.2433 -3.1239 -4.2439
H 2.1112 -3.1284 -3.8500
H 3.0465 -4.2958 -2.8800
H 4.3732 -2.0895 -4.5775
H 4.1008 -3.7588 -5.1200
H 5.1595 -3.4476 -3.7402
H 3.1563 -1.1787 -2.5866
N -1.2366 2.4591 1.2812
C -1.5793 3.0760 2.4295
C -2.0946 2.3830 3.5312
C -2.1559 0.9954 3.7026
C -1.3712 4.5584 2.5217
H -1.6445 5.0691 1.5857
H -0.3256 4.8059 2.7625
H -2.0018 4.9588 3.3254
C -2.3538 0.4023 5.0652
H -1.4712 -0.1630 5.4042
H -3.2202 -0.2747 5.1022
H -2.5308 1.2101 5.7829
N -2.0582 0.1457 2.6700
C -0.2677 3.0205 0.3937
C -0.6575 3.5057 -0.8714
C -2.0877 3.4828 -1.3029
C 0.3104 4.0228 -1.7335
H -0.0049 4.3875 -2.7139
C 1.6457 4.0947 -1.3426
H 2.3912 4.5212 -2.0179
C 2.0231 3.6365 -0.0810
H 3.0660 3.7068 0.2387
C 1.0859 3.0903 0.7941
C 1.5257 2.6180 2.1442
C -1.8761 -1.2623 2.8518
C -2.9954 -2.1156 2.8172
C -4.3806 -1.5508 2.7988
C -2.7885 -3.4960 2.8268
H -3.6582 -4.1516 2.7459
C -1.5023 -4.0202 2.9515
H -1.3557 -5.1010 2.9749
C -0.4048 -3.1658 3.0766
H 0.6057 -3.5608 3.2144
C -0.5765 -1.7812 3.0391
C 0.6058 -0.8725 3.1623
Mn -2.2268 0.8223 0.8609
H -2.3625 2.5215 -1.7641
H -2.2479 4.2566 -2.0663
H -2.7835 3.6795 -0.4766
H 0.9530 1.7471 2.4865
H 1.4298 3.4071 2.9068
H 2.5849 2.3273 2.1153
H -5.1043 -2.3657 2.6748
H -4.5403 -0.8227 1.9919
H -4.6255 -1.0379 3.7415
H 0.4011 -0.0006 3.7998
H 0.9535 -0.5057 2.1822
H 1.4460 -1.4203 3.6118
H -2.3406 2.9832 4.4064
C -1.1655 -0.1171 -0.2982
Si -1.8989 -1.6232 -1.2108
H -0.2764 -0.4348 0.2896
H -0.7724 0.6141 -1.0394
C -1.6477 -1.3745 -3.0549
C -3.7099 -1.9352 -0.8785
C -0.9245 -3.1315 -0.6747
H -1.5961 -3.9946 -0.5749
H -0.4425 -2.9797 0.2967
H -0.1473 -3.3856 -1.4074
H -2.3399 -0.6176 -3.4463
H -1.8442 -2.3170 -3.5822
H -0.6219 -1.0628 -3.2904
H -4.3300 -1.1071 -1.2397
H -3.9181 -2.0986 0.1880
H -4.0160 -2.8440 -1.4191
Cl -4.7059 2.3825 1.4587
C -4.0923 1.1848 0.3143
H -4.0931 1.6383 -0.6830
H -4.7404 0.3057 0.3606
```

Properties
* E: -3491.465216 a.u.
* LUMO energy (alpha / beta): -0.1 / -0.1 eV
* multiplicity: 6
* net charge: 0